Record 1
Entry from OMol25: a cluster of 5 separate species, C17H32O12P4S in total (ωB97M-V with the def2-TZVPD basis set).

As for the multiplicity: 1. The calculated total energy comes out at -3333.626937 a.u. The value obtained for the orbital gap is 0.29917 Ha. The SMILES is CP(O)#P([PH2]=S)P(=O)(O)O.O=C1CCCO1.O=C1CCCO1.O=C1CCCO1.O=C1CCCO1.

Structure (XYZ):
```
66
Properties=species:S:1:pos:R:3:forces:R:3:nbo_charge:R:1
C 0.592 -3.345 2.584 -0.24 0.19 0.09 -1.008
P 1.017 -4.738 1.486 -0.08 -0.26 0.21 0.941
O -0.311 -4.737 0.511 0.07 -0.08 -0.12 -0.980
P 2.574 -3.966 0.045 0.26 -0.20 -0.34 -0.239
P 1.357 -3.027 -1.540 0.09 0.57 -0.18 0.568
S 2.296 -2.050 -2.922 0.33 -0.09 0.10 -0.544
P 3.629 -2.313 0.983 -0.12 -0.10 0.19 2.112
O 4.574 -2.871 1.959 -0.12 0.15 -0.06 -1.087
O 2.604 -1.238 1.605 -0.22 -0.53 -0.43 -1.036
O 4.327 -1.538 -0.222 0.42 -0.06 0.34 -0.996
H -0.464 -3.489 2.829 0.05 -0.11 0.10 0.243
H 1.166 -3.410 3.508 0.10 0.10 -0.02 0.249
H 0.700 -2.359 2.140 0.05 -0.02 -0.01 0.242
H -0.604 -3.853 0.265 -0.20 0.11 -0.08 0.488
H 0.350 -2.278 -0.911 -0.08 -0.06 0.18 -0.015
H 0.649 -4.137 -2.004 -0.10 -0.20 0.12 -0.006
H 2.899 -0.333 1.426 0.10 0.28 0.27 0.519
H 3.975 -0.676 -0.462 -0.36 0.01 -0.43 0.520
O -1.118 -1.365 -2.431 -0.04 -0.09 -0.22 -0.613
C -1.044 -0.192 -2.671 -0.08 0.13 0.27 0.822
O 0.137 0.420 -2.929 -0.23 0.07 0.06 -0.490
C -0.068 1.840 -3.063 -0.03 0.04 -0.15 -0.072
C -1.541 2.005 -3.428 -0.02 -0.11 0.01 -0.426
C -2.169 0.820 -2.699 0.23 0.07 -0.36 -0.530
H 0.174 2.309 -2.113 0.00 0.03 0.13 0.186
H 0.616 2.206 -3.826 0.03 -0.07 -0.01 0.190
H -1.948 2.971 -3.140 0.02 0.00 0.07 0.222
H -1.674 1.889 -4.505 0.02 0.03 -0.02 0.204
H -2.432 1.062 -1.669 0.00 -0.09 -0.09 0.259
H -3.035 0.408 -3.203 -0.09 -0.05 0.07 0.244
O -4.983 1.724 -2.229 -0.10 0.07 0.06 -0.569
C -5.890 0.990 -1.969 0.01 0.08 0.02 0.794
O -6.512 0.254 -2.920 -0.06 -0.05 -0.03 -0.488
C -7.617 -0.471 -2.355 -0.02 -0.01 0.07 -0.070
C -7.308 -0.573 -0.864 0.08 0.09 -0.01 -0.430
C -6.533 0.722 -0.619 -0.02 -0.28 -0.09 -0.529
H -8.531 0.093 -2.552 -0.01 0.01 0.02 0.177
H -7.683 -1.433 -2.856 0.05 0.00 -0.04 0.201
H -8.200 -0.687 -0.252 -0.03 0.05 -0.02 0.222
H -6.659 -1.429 -0.681 0.00 -0.02 0.00 0.215
H -7.187 1.563 -0.385 0.01 0.02 0.03 0.235
H -5.768 0.640 0.148 0.01 0.11 0.01 0.245
O -1.319 0.040 0.141 -0.11 0.09 0.27 -0.574
C -0.715 0.759 0.882 0.44 -0.21 0.08 0.798
O -0.204 1.949 0.488 -0.15 0.10 0.08 -0.495
C 0.614 2.497 1.540 0.14 0.11 0.01 -0.076
C 0.104 1.876 2.831 0.03 -0.07 -0.05 -0.430
C -0.308 0.503 2.322 -0.26 0.05 0.21 -0.532
H 1.641 2.185 1.343 0.05 0.12 -0.03 0.189
H 0.545 3.581 1.505 -0.04 -0.01 -0.10 0.200
H 0.878 1.840 3.595 0.02 0.00 0.01 0.220
H -0.747 2.425 3.237 -0.03 0.02 -0.09 0.211
H 0.545 -0.176 2.309 -0.03 -0.08 -0.04 0.249
H -1.119 0.037 2.875 0.00 -0.09 -0.04 0.241
O 3.691 1.893 -0.293 -0.02 -0.12 -0.03 -0.556
C 4.443 1.679 0.609 0.18 0.15 -0.06 0.798
O 4.037 0.954 1.694 0.19 0.47 0.00 -0.549
C 5.092 0.889 2.681 0.24 -0.11 0.24 -0.074
C 6.376 1.146 1.897 -0.12 -0.01 -0.16 -0.432
C 5.892 2.082 0.785 -0.02 -0.26 0.20 -0.531
H 4.900 1.657 3.432 -0.03 0.05 -0.04 0.182
H 5.055 -0.088 3.155 -0.07 -0.08 -0.10 0.229
H 7.171 1.557 2.513 -0.05 0.06 0.03 0.230
H 6.732 0.212 1.462 -0.02 -0.03 0.02 0.232
H 5.915 3.132 1.080 0.01 0.03 -0.03 0.243
H 6.427 1.965 -0.153 -0.05 0.10 -0.06 0.257
```
Positions in Å, forces in eV/Å.

***

Record 2
Entry from OMol25: an isolated molecule of C9H20O2Si in a non-equilibrium geometry (ωB97M-V with the def2-TZVPD basis set).

As for the multiplicity: 1. The calculated total energy comes out at -794.966554 a.u. The value obtained for the orbital gap is 0.38239 Ha. The calculation puts the energy relative to the best compared isomer or geometry (same formula, charge and spin) at 33.2 kJ/mol. The SMILES is CO[Si](C)(OC)C1CCCCC1.

Structure (XYZ):
```
32
Properties=species:S:1:pos:R:3:forces:R:3:nbo_charge:R:1
O 1.171 1.123 0.012 -1.30 -0.40 0.16 -0.916
O 2.075 -1.409 -0.099 -0.75 0.45 1.14 -0.905
C 2.471 1.578 -0.173 0.94 -0.67 -0.71 -0.239
C 2.213 -1.256 -1.481 1.06 0.32 -0.63 -0.244
C -2.142 1.148 -1.016 0.90 -0.22 -0.55 -0.409
C -2.001 1.272 0.514 -0.61 -0.49 0.58 -0.409
C -2.408 -0.311 -1.417 1.20 -0.06 0.13 -0.397
C -1.806 -0.090 1.295 -0.14 0.63 -1.21 -0.391
C -1.225 -1.217 -0.917 -0.41 -0.33 0.00 -0.388
C 1.662 -0.253 2.476 -0.24 -0.54 -1.08 -1.170
C -0.782 -1.006 0.588 -0.32 1.10 -0.79 -0.715
Si 1.010 -0.375 0.712 0.11 -0.23 0.19 2.145
H 3.161 1.003 0.453 0.28 0.15 -0.13 0.167
H 2.743 1.408 -1.234 0.19 0.37 0.50 0.171
H 2.576 2.613 0.089 -0.12 0.62 0.03 0.184
H 1.909 -2.162 -2.001 -0.07 -0.01 -0.10 0.180
H 1.640 -0.396 -1.826 -0.14 -0.08 -0.38 0.169
H 3.279 -1.031 -1.734 -0.64 -0.32 0.17 0.173
H -1.223 1.512 -1.519 -0.13 -0.46 0.33 0.203
H -2.883 1.845 -1.406 -0.40 -0.19 0.18 0.206
H -1.178 1.926 0.772 0.18 0.20 -0.03 0.215
H -2.927 1.760 0.852 0.28 -0.18 0.34 0.202
H -3.316 -0.655 -0.969 -0.73 -0.20 0.49 0.192
H -2.568 -0.456 -2.498 0.34 0.19 0.28 0.210
H -1.479 0.089 2.304 0.13 0.37 0.55 0.206
H -2.772 -0.597 1.393 0.10 -0.05 -0.17 0.198
H -1.475 -2.277 -1.125 0.05 0.46 0.30 0.208
H -0.363 -1.019 -1.536 0.12 0.14 -0.46 0.191
H 2.745 -0.252 2.397 0.16 0.12 0.22 0.245
H 1.368 -1.189 2.937 -0.01 -0.08 0.54 0.239
H 1.300 0.611 3.024 -0.06 -0.02 0.08 0.245
H -0.775 -1.937 1.134 0.04 -0.59 0.03 0.235
```
Positions in Å, forces in eV/Å.

***

Record 3
Entry from OMol25: a cluster of 6 separate species, C12H20BNO24S4 in total in a non-equilibrium geometry (ωB97M-V with the def2-TZVPD basis set).

As for the multiplicity: 1. The calculated total energy comes out at -3947.267419 a.u. The value obtained for the orbital gap is 0.23846 Ha. The calculation puts the energy relative to the best compared isomer or geometry (same formula, charge and spin) at 670.2 kJ/mol.

Structure (XYZ):
```
62
Properties=species:S:1:pos:R:3:forces:R:3:nbo_charge:R:1
N -0.399 -1.045 2.590 1.16 0.23 -0.11 -0.850
H 0.057 -1.494 3.371 -0.27 -0.76 0.65 0.461
H 0.377 -0.549 2.174 0.36 0.81 -0.57 0.463
H -1.104 -0.393 2.902 -0.48 0.14 -0.03 0.458
H -0.694 -1.698 1.878 -0.58 -0.47 -0.09 0.464
O 3.670 0.423 -0.419 2.25 -2.05 -0.91 -0.626
C 4.632 -0.265 -0.857 -4.07 3.63 1.63 0.672
O 5.755 0.183 -1.200 2.68 2.29 -1.00 -0.606
B 6.613 -0.817 -1.944 -0.75 0.11 -0.28 1.172
O 5.890 -2.038 -1.563 -0.43 0.47 0.20 -0.658
C 4.680 -1.694 -1.033 1.33 -5.27 0.13 0.662
O 3.946 -2.569 -0.642 -0.56 1.09 -0.16 -0.549
O 6.504 -0.652 -3.410 2.21 0.32 -1.38 -0.670
C 7.784 -0.605 -3.915 1.69 -0.42 -3.53 0.665
O 8.261 -0.676 -5.090 -3.31 0.49 4.47 -0.548
C 8.782 -0.618 -2.727 2.18 -1.37 -2.21 0.682
O 8.043 -0.670 -1.650 -0.08 -0.22 1.75 -0.652
O 9.997 -0.783 -2.910 -3.37 0.96 1.48 -0.544
C 1.123 5.922 2.041 0.27 2.01 -0.13 -0.120
C 1.166 5.812 0.525 0.18 -2.42 -0.45 -0.104
O -0.184 5.579 0.097 -2.61 -0.79 0.70 -0.679
S -1.289 5.479 1.410 0.60 1.91 -2.14 2.403
O -1.379 4.098 1.907 0.41 2.86 -0.68 -0.875
O -2.531 6.251 1.096 3.99 -2.39 1.17 -0.820
O -0.164 6.468 2.175 -3.75 -1.04 2.03 -0.653
H 1.716 6.758 2.411 0.46 -0.25 -0.13 0.222
H 1.313 5.072 2.698 -0.20 -0.38 -0.56 0.205
H 1.646 4.866 0.273 0.65 0.33 -0.32 0.205
H 1.547 6.644 -0.067 0.02 0.09 0.51 0.215
C -6.607 1.226 1.674 -2.52 1.31 -0.53 -0.093
C -6.741 1.481 0.192 -0.03 1.08 -0.82 -0.098
O -6.422 0.301 -0.513 0.35 -2.73 0.22 -0.670
S -6.284 -1.029 0.507 0.06 3.41 0.14 2.483
O -5.052 -1.711 0.223 -1.55 0.43 0.38 -0.861
O -7.547 -1.684 0.717 1.54 0.53 -0.44 -0.855
O -6.004 0.043 1.744 2.52 -5.24 0.96 -0.691
H -7.660 1.123 1.938 0.03 0.25 1.25 0.173
H -6.054 1.947 2.276 -0.20 0.08 -0.26 0.211
H -6.022 2.240 -0.112 -0.45 0.13 -0.50 0.204
H -7.797 1.662 -0.008 0.32 0.77 -0.38 0.196
C -0.800 -6.635 3.170 -0.13 0.80 -0.07 -0.113
C -2.144 -6.299 3.885 0.36 -0.91 0.39 -0.104
O -1.797 -5.445 4.950 1.42 1.14 2.64 -0.674
S -0.205 -5.474 5.346 2.43 0.42 0.88 2.399
O 0.195 -6.625 6.244 -1.81 3.74 -3.24 -0.829
O 0.354 -4.097 5.662 -2.45 -4.42 -1.09 -0.861
O 0.136 -5.742 3.751 1.11 0.72 1.83 -0.672
H -0.801 -6.330 2.124 -0.07 -0.65 -0.03 0.219
H -0.412 -7.632 3.381 -0.57 -0.19 -0.43 0.214
H -2.514 -7.221 4.334 -0.51 0.07 -0.33 0.206
H -2.910 -5.696 3.397 0.17 -0.63 -0.68 0.215
C 0.604 1.159 -5.656 1.52 0.91 -0.76 -0.117
C 0.038 2.464 -5.116 0.50 0.58 -0.03 -0.092
O -1.026 2.102 -4.294 -2.12 -2.36 1.79 -0.670
S -1.330 0.443 -4.304 0.55 -0.69 -0.14 2.447
O -2.726 0.142 -4.636 3.03 0.98 1.10 -0.843
O -0.612 -0.251 -3.214 -2.04 1.96 -1.96 -0.873
O -0.441 0.230 -5.639 -1.17 -0.50 0.26 -0.664
H 1.479 0.805 -5.111 -0.24 -0.08 0.45 0.206
H 0.971 1.330 -6.668 -0.40 -0.36 -0.18 0.215
H -0.389 3.159 -5.839 0.22 -0.29 -0.47 0.191
H 0.762 3.023 -4.523 0.15 -0.17 0.01 0.201
```
Positions in Å, forces in eV/Å.

***

Record 4
Entry from OMol25: a structure of composition C5H8N2 (ωB97M-V with the def2-TZVPD basis set).

As for the multiplicity: 1. The calculated total energy comes out at -304.634261 a.u. The value obtained for the orbital gap (spin up / spin down) is 0.28376 / 0.28367 Ha. The calculation puts the energy relative to the best compared isomer or geometry (same formula, charge and spin) at 528.3 kJ/mol.

Structure (XYZ):
```
15
Properties=species:S:1:pos:R:3:forces:R:3:nbo_charge:R:1
C 1.280 0.579 1.195 -0.17 0.08 0.14 -0.320
C 0.108 0.632 0.378 0.16 0.15 -0.07 -0.163
C 0.330 -0.597 -1.288 0.13 0.10 -0.17 -0.338
C 1.654 -0.790 -0.974 0.64 0.17 0.49 0.256
N 2.644 -0.761 -0.332 -0.54 -0.20 -0.52 -0.433
N -0.481 -0.565 -0.096 0.00 -0.06 0.14 -0.424
C -1.910 -0.530 -0.314 -0.22 -0.06 -0.01 -0.403
H 1.507 -0.273 1.819 -0.10 -0.11 -0.25 0.249
H 1.892 1.471 1.288 -0.25 -0.07 0.10 0.244
H -0.043 0.845 1.620 0.37 0.23 0.13 0.316
H -0.096 1.598 -0.095 -0.13 -0.21 -0.17 0.216
H 0.001 -0.139 -2.216 -0.02 -0.01 0.17 0.211
H -2.249 0.320 -0.934 0.16 -0.10 0.08 0.168
H -2.414 -0.482 0.655 -0.01 0.01 -0.14 0.201
H -2.193 -1.456 -0.820 -0.01 0.09 0.07 0.219
```
Positions in Å, forces in eV/Å.